A structure of composition C34H71BCrN7O3P3S2 at a distorted geometry, computed with wB97M-V/def2-TZVPD.

Last column: Mulliken spin population.
Cartesian coordinates (Å):
1 Cr -0.698 -0.392 -0.499  2.253
2 C -3.027 -3.582 0.880  0.014
3 C -3.569 -2.628 -0.184  -0.017
4 C -2.913 -2.983 -1.524  0.021
5 C -5.083 -2.766 -0.346  -0.001
6 P -2.943 -0.876 0.238  0.048
7 C -3.852 0.275 -0.916  0.044
8 N -3.012 1.441 -0.940  -0.019
9 B -1.605 1.418 -0.698  -0.297
10 N -1.236 2.788 -0.556  -0.016
11 C 0.006 3.328 -0.066  -0.010
12 P 0.895 1.989 0.930  0.116
13 C 2.440 1.521 -0.120  0.005
14 C 3.160 0.415 0.662  0.020
15 C 3.430 2.635 -0.458  -0.001
16 C 1.954 0.829 -1.407  0.044
17 C 1.437 3.112 2.391  0.005
18 C 2.330 2.300 3.328  0.002
19 C 2.116 4.440 2.057  0.001
20 C 0.115 3.380 3.131  -0.004
21 C -2.369 3.580 -0.666  0.000
22 C -2.544 4.943 -0.515  -0.001
23 C -3.832 5.448 -0.594  -0.001
24 C -4.919 4.620 -0.826  0.000
25 C -4.757 3.254 -0.988  0.002
26 C -3.475 2.738 -0.908  0.001
27 C -3.651 -0.299 1.928  -0.012
28 C -3.539 1.227 1.984  -0.005
29 C -2.827 -0.865 3.093  -0.009
30 C -5.114 -0.695 2.123  -0.003
31 H -3.164 -4.615 0.566  0.001
32 H -1.956 -3.423 1.022  -0.002
33 H -3.541 -3.450 1.829  0.001
34 H -3.144 -4.017 -1.776  0.002
35 H -3.300 -2.355 -2.328  -0.004
36 H -1.826 -2.905 -1.466  0.001
37 H -5.297 -3.706 -0.854  0.000
38 H -5.607 -2.784 0.604  0.000
39 H -5.486 -1.963 -0.961  -0.001
40 H -3.940 -0.179 -1.913  0.000
41 H -4.858 0.517 -0.552  0.000
42 H 0.626 3.762 -0.862  -0.007
43 H -0.234 4.137 0.626  0.001
44 H 3.755 0.813 1.477  0.000
45 H 2.440 -0.290 1.072  -0.004
46 H 3.829 -0.136 0.001  0.001
47 H 3.982 2.931 0.429  0.000
48 H 4.155 2.269 -1.186  0.001
49 H 2.957 3.530 -0.859  0.000
50 H 1.333 -0.047 -1.153  -0.030
51 H 1.537 2.652 -2.211  0.016
52 H 2.826 0.479 -1.961  -0.005
53 H 3.333 2.192 2.925  0.000
54 H 2.414 2.810 4.286  0.000
55 H 1.905 1.311 3.497  -0.001
56 H 3.163 4.302 1.805  0.000
57 H 1.633 4.973 1.241  0.000
58 H 2.075 5.082 2.937  0.000
59 H -0.440 2.452 3.273  0.002
60 H 0.326 3.799 4.113  0.000
61 H -0.527 4.085 2.609  0.000
62 H -1.713 5.610 -0.345  0.000
63 H -3.994 6.507 -0.474  0.000
64 H -5.907 5.049 -0.877  0.000
65 H -5.615 2.625 -1.172  0.000
66 H -2.533 1.554 1.723  0.001
67 H -4.243 1.717 1.319  -0.001
68 H -3.761 1.564 2.995  0.000
69 H -1.958 -0.237 3.284  0.006
70 H -3.425 -0.847 4.002  0.001
71 H -2.519 -1.893 2.924  0.001
72 H -5.719 -0.486 1.246  0.000
73 H -5.205 -1.748 2.374  0.000
74 H -5.526 -0.122 2.952  0.000
75 C 3.458 0.586 -4.620  0.011
76 N 2.527 1.669 -4.357  0.100
77 C 3.049 3.014 -4.452  0.015
78 C 1.224 1.522 -3.879  0.728
79 N 1.178 1.704 -2.322  -0.021
80 N 0.664 0.254 -4.242  0.027
81 C -0.348 -0.482 -3.766  -0.001
82 N -0.882 -1.388 -4.664  0.002
83 N -0.907 -0.375 -2.580  0.027
84 H 4.380 1.007 -5.013  0.000
85 H 3.070 -0.113 -5.367  0.002
86 H 3.703 0.001 -3.727  0.011
87 H 3.532 3.187 -5.418  0.005
88 H 3.789 3.222 -3.668  0.002
89 H 2.223 3.716 -4.362  -0.007
90 H 0.184 1.666 -2.043  -0.050
91 H 0.915 0.048 -5.201  -0.008
92 H -0.398 -1.554 -5.532  -0.001
93 H -1.324 -2.207 -4.277  0.000
94 H -1.684 -1.026 -2.565  0.002
95 O -0.031 -0.895 1.558  0.000
96 H -0.618 -0.867 2.324  0.015
97 H 0.361 -1.800 1.552  -0.026
98 C 1.756 -2.920 3.753  0.000
99 C 1.105 -4.017 2.915  0.000
100 C 1.988 -5.251 2.871  0.000
101 O 0.789 -3.486 1.612  -0.004
102 P 1.565 -3.818 0.195  -0.001
103 S 1.595 -5.694 -0.374  0.001
104 S 0.685 -2.509 -1.052  -0.002
105 O 3.017 -3.207 0.588  0.005
106 C 4.184 -3.673 -0.086  -0.001
107 C 4.120 -3.330 -1.567  0.000
108 C 5.367 -3.032 0.622  0.000
109 H 2.064 -3.344 4.705  0.000
110 H 1.064 -2.100 3.939  0.000
111 H 2.634 -2.536 3.238  0.000
112 H 0.127 -4.283 3.340  0.000
113 H 2.961 -5.000 2.451  0.000
114 H 1.532 -6.028 2.263  0.000
115 H 2.120 -5.625 3.883  0.000
116 H 4.221 -4.766 0.018  0.000
117 H 3.949 -2.264 -1.706  0.001
118 H 3.308 -3.883 -2.038  0.001
119 H 5.051 -3.609 -2.049  0.000
120 H 5.310 -1.948 0.548  0.000
121 H 6.290 -3.373 0.167  0.000
122 H 5.365 -3.309 1.672  0.000

For the HOMO-LUMO gap (alpha / beta), the calculation gives 7.42 / 4.17 eV. The spin multiplicity is 4. The calculation puts the relative energy (zero: lowest compared OMol25 entry of this formula, charge and spin) at 509.2 kJ/mol. As for the total charge: +1.